An isolated molecule of C5H8N2S at a distorted geometry, computed with ωB97M-V/def2-TZVPD.

Calculated total energy   -702.8667 a.u.
Structure (SMILES)   C=CC(/C=N\S)=C\N
Energy above the lowest of the compared OMol25 structures with the same formula, charge and spin   4.4451 eV
Total charge   0
LUMO energy   0.566 eV
Gap between HOMO and LUMO   8.49 eV
Largest force on an atom   4.96 eV/A

Geometry (Å):
C (0.871, 1.962, 0.450)
C (0.162, 1.068, -0.236)
C (-0.191, -0.289, 0.178)
C (0.896, -1.204, 0.695)
N (2.089, -1.425, 0.402)
S (3.073, -0.553, -0.615)
C (-1.381, -0.955, -0.065)
N (-2.661, -0.699, -0.522)
H (0.800, 3.058, 0.180)
H (1.562, 1.726, 1.136)
H (-0.705, 1.664, -0.812)
H (0.631, -1.565, 1.687)
H (2.220, 0.397, -1.288)
H (-1.029, -1.915, 0.364)
H (-3.042, 0.292, -0.688)
H (-3.296, -1.564, -0.865)